# 1
The following is a quantum chemistry calculation of a cluster of 2 separate species, C4H8N6 in total, from the Open Molecules 2025 dataset.

The energy above the lowest of the compared OMol25 structures with the same formula, charge and spin comes out at 563.3 kJ/mol. For the total energy, the calculation gives -13192.97454 eV. The net charge is +2. For the LUMO energy (alpha / beta), the calculation gives -0.381 / -0.388 Ha. For the frontier orbital gap (alpha / beta), the calculation gives 6.44 / 6.17 eV. The spin multiplicity is 1.

Geometry as XYZ:
```
18
C4H8N6 (ωB97M-V/def2-TZVPD)
C 1.3174 1.3807 0.3529
C -1.1151 -1.8662 0.8947
C 2.5733 2.8143 -1.2254
C 0.3818 0.4474 0.1979
N 1.8467 2.2262 -0.5235
N -0.9318 -1.3653 -0.3897
N -0.5020 -1.2516 1.9057
N -0.6232 -1.6097 3.1232
N -0.3330 -0.2445 -0.5074
N -0.9438 0.1725 -2.6228
H 1.8116 1.5132 1.2607
H -1.7711 -2.8259 0.8709
H 2.8315 3.5759 -1.8900
H 0.0568 -1.1073 3.6555
H -1.3773 -2.1953 3.3848
H -0.1340 -0.1410 -3.1132
H -1.4246 1.0003 -2.9027
H -1.6632 -0.5239 -2.4715
```

Results of the Löwdin charge analysis, in e, for atoms 1 through 8: C -0.045; C -0.087; C 0.401; C 0.056; N 0.150; N 0.143; N 0.044; N 0.225

***

# 2
The following is a quantum chemistry calculation of a structure of composition C4H5NO3, from the Open Molecules 2025 dataset.

The energy above the lowest of the compared OMol25 structures with the same formula, charge and spin comes out at 634.3 kJ/mol. For the total energy, the calculation gives -11855.42702 eV. For the LUMO energy, the calculation gives 0.017 Ha. For the frontier orbital gap, the calculation gives 9.91 eV. The spin multiplicity is 1.

Geometry as XYZ:
```
13
C4H5NO3 (ωB97M-V/def2-TZVPD)
C 1.8539 1.3997 0.2995
C -1.3758 -0.8958 -1.2321
C -1.9428 -1.1316 -0.0532
C -0.8770 -0.7049 0.8997
H 1.2961 2.3766 0.8010
H 2.0546 1.5224 -1.1066
H 2.8297 1.3886 0.7077
H -1.4255 -1.3625 -2.2926
H -2.7482 -1.7539 0.0753
N -0.0376 0.1924 0.2648
O 1.2446 0.1170 0.5749
O -0.2009 -0.0870 -1.0453
O -0.6710 -1.0610 2.1070
```

Results of the Löwdin charge analysis, in e, for atoms 1 through 8: C -0.069; C -0.010; C 0.043; C -0.350; H 0.138; H 0.186; H 0.033; H 0.169

***

# 3
The following is a quantum chemistry calculation of a cluster of 2 separate species, C5H11NO2 in total, from the Open Molecules 2025 dataset.

The energy above the lowest of the compared OMol25 structures with the same formula, charge and spin comes out at 250.8 kJ/mol. For the total energy, the calculation gives -10946.66723 eV. For the LUMO energy, the calculation gives 0.021 Ha. For the frontier orbital gap, the calculation gives 10.16 eV. The spin multiplicity is 1.

Geometry as XYZ:
```
19
C5H11NO2 (ωB97M-V/def2-TZVPD)
C -2.4858 -0.5382 1.7739
C -1.4810 0.2988 1.4771
C -1.1642 0.7176 -0.0209
C 0.1167 -0.0856 -0.4391
N 0.4311 0.1649 -1.7863
C 1.2558 -0.7648 -2.3891
O 1.5380 -0.7117 -3.6075
H -3.1733 -1.0262 1.0873
H -2.5815 -0.9005 2.7799
H -0.8955 0.7984 2.2288
H -1.9974 0.3488 -0.7078
H -1.0238 1.8403 -0.1290
H -0.0988 -1.1603 -0.3419
H 0.8879 0.1105 0.2187
H -0.0815 0.7923 -2.5409
H 1.8757 -1.2267 -1.7057
O 3.0783 0.0663 1.3640
H 2.9447 0.6852 2.0808
H 2.8545 0.5909 0.6578
```

Results of the Löwdin charge analysis, in e, for atoms 1 through 8: C -0.007; C -0.165; C -0.161; C -0.261; N -0.011; C -0.316; O -0.021; H 0.060

***

# 4
The following is a quantum chemistry calculation of a structure of composition C25H59IN2NbO6P, from the Open Molecules 2025 dataset.

For the total energy, the calculation gives -61081.57496 eV. For the LUMO energy, the calculation gives -0.035 Ha. For the frontier orbital gap, the calculation gives 5.51 eV. The spin multiplicity is 1.

Geometry as XYZ:
```
95
C25H59IN2NbO6P (ωB97M-V/def2-TZVPD)
C -3.7585 -0.2710 1.8162
C -3.1732 1.0772 1.3646
C -1.8472 0.9721 0.6022
C -0.6918 0.6524 1.5456
O 0.4524 0.1737 0.8863
Nb 1.3436 -1.5648 1.4849
C 3.3707 -0.5038 1.3886
C 4.5592 -1.0083 0.5560
C 1.2016 -0.7411 3.5688
C 0.0682 -1.2528 4.4640
C -0.6061 -2.6823 1.3425
C -0.9607 -3.7913 2.3515
C -1.6986 -5.0076 1.7337
C -2.7760 -4.5748 0.7769
O -3.9126 -4.3252 1.1355
O -2.4411 -4.3460 -0.5137
C -1.5192 -5.2242 -1.1633
C -1.9903 -6.6745 -1.1762
C 2.4340 -3.4841 2.0089
I 2.8269 -3.9415 4.0702
C 1.9498 -4.7640 1.2931
C 3.0778 -5.6778 0.7761
P 1.6443 -1.8108 -1.1370
N 2.6875 -2.8572 -1.6653
O 0.2549 -2.0971 -1.9551
O 1.9227 -0.2986 -1.7582
H -4.8468 -0.2656 1.7322
H -3.4002 -1.0966 1.2001
H -3.5336 -0.4880 2.8611
H -3.0182 1.7120 2.2425
H -3.9052 1.5840 0.7288
H -1.6469 1.9607 0.1687
H -1.9264 0.2321 -0.1977
H -1.0543 -0.0137 2.3321
H -0.4343 1.5920 2.0613
H 3.7089 -0.4546 2.4320
H 3.1738 0.5381 1.1012
H 4.3097 -1.2073 -0.4855
H 4.9885 -1.9248 0.9734
H 5.3826 -0.2813 0.5507
H 1.1007 0.3493 3.4805
H 2.1538 -0.8643 4.0958
H -0.9206 -1.1659 4.0083
H 0.0337 -0.6898 5.4037
H 0.2050 -2.3013 4.7412
H -0.5495 -3.1536 0.3529
H -1.4724 -2.0197 1.2572
H -1.6297 -3.3791 3.1116
H -0.0954 -4.1809 2.8859
H -2.2079 -5.5547 2.5304
H -0.9767 -5.6907 1.2868
H -1.4407 -4.8406 -2.1789
H -0.5217 -5.1251 -0.7265
H -1.7526 -7.1359 -2.1360
H -3.0769 -6.6915 -1.0753
H -1.5480 -7.2656 -0.3751
H 3.4411 -3.2937 1.6201
H 1.3311 -5.3452 1.9775
H 1.2983 -4.4805 0.4596
H 2.9721 -5.8717 -0.2923
H 4.0587 -5.2245 0.9327
H 3.0833 -6.6368 1.2974
H 3.1891 -3.2883 -0.8977
H -0.2944 -1.3075 -1.9261
H 2.0056 0.2938 -1.0018
C -0.9626 2.9069 -2.7530
C 0.0497 4.0020 -2.9828
N -0.5410 5.3542 -3.3392
C -1.3243 5.1938 -4.6061
C 0.5821 6.3078 -3.6808
C 1.5482 6.6995 -2.5750
C -1.5176 5.9179 -2.3245
C -1.0851 6.0897 -0.8779
O -0.7172 4.8559 -0.3288
C 0.2718 4.8986 0.7019
H -1.5130 2.6463 -3.6563
H -0.4258 2.0119 -2.4381
H -1.6674 3.1490 -1.9610
H 0.6952 3.7457 -3.8242
H 0.6778 4.1421 -2.1119
H -0.6796 4.7502 -5.3596
H -1.6632 6.1736 -4.9319
H -2.1804 4.5555 -4.4228
H 0.1070 7.1948 -4.0982
H 1.1247 5.8099 -4.4826
H 1.1686 7.5145 -1.9653
H 2.4591 7.0641 -3.0475
H 1.8294 5.8704 -1.9293
H -2.3849 5.2628 -2.3610
H -1.8090 6.8913 -2.7207
H -1.9589 6.4994 -0.3541
H -0.2874 6.8260 -0.7821
H 0.4097 5.9020 1.1063
H 1.2141 4.5428 0.2763
H -0.0215 4.2214 1.5008
```

Results of the Löwdin charge analysis, in e, for atoms 1 through 8: C -0.095; C -0.255; C -0.201; C -0.361; O -0.451; Nb 1.746; C -0.395; C -0.229